{
  "formula": "C3H10N2O2",
  "method": "ωB97M-V/def2-TZVPD",
  "symbols": ["N", "O", "C", "O", "H", "H", "H", "C", "C", "N", "H", "H", "H", "H", "H", "H", "H"],
  "coordinates": [[-1.6494, -2.0619, -0.3001], [-0.2622, -2.1970, -0.6556], [0.6016, -1.6728, 0.2195], [0.2931, -1.3828, 1.3984], [-2.0556, -2.9608, -0.5467], [-1.6870, -1.9625, 0.7163], [1.6130, -1.6847, -0.2029], [-0.6901, 1.7375, 0.0599], [0.4676, 0.8542, -0.4295], [1.8051, 1.2838, -0.0727], [-0.5871, 2.7579, -0.3138], [-0.7137, 1.7406, 1.1520], [-1.6377, 1.3262, -0.2829], [0.4168, 0.7417, -1.5137], [0.1801, -0.0812, 0.2994], [1.8882, 1.3642, 0.9380], [2.0173, 2.1976, -0.4654]],
  "e_tot_ha": -380.1818,
  "e_homo_ha": -0.330,
  "lumo_energy_ev": 0.89,
  "relative_energy_kcal_mol": 97.18,
  "smiles": "NOC=O.CCN"
}



{
  "formula": "C28H60AsBF6Mg2NO23",
  "method": "ωB97M-V/def2-TZVPD",
  "symbols": ["Mg", "Mg", "O", "C", "O", "B", "O", "C", "O", "O", "C", "O", "C", "O", "O", "N", "O", "O", "O", "As", "F", "F", "F", "F", "F", "F", "C", "O", "C", "C", "O", "C", "H", "H", "H", "H", "H", "H", "H", "H", "H", "H", "C", "O", "C", "C", "O", "C", "H", "H", "H", "H", "H", "H", "H", "H", "H", "H", "C", "O", "C", "C", "O", "C", "H", "H", "H", "H", "H", "H", "H", "H", "H", "H", "C", "O", "C", "C", "O", "C", "H", "H", "H", "H", "H", "H", "H", "H", "H", "H", "C", "O", "C", "C", "O", "C", "H", "H", "H", "H", "H", "H", "H", "H", "H", "H", "C", "O", "C", "C", "O", "C", "H", "H", "H", "H", "H", "H", "H", "H", "H", "H"],
  "coordinates": [[4.6008, -1.5900, 0.5651], [-3.1012, -1.5444, -1.9432], [-4.4034, -0.0022, 1.4723], [-4.4619, 0.4043, 2.6244], [-5.3311, 1.3503, 3.1207], [-5.1489, 1.4715, 4.5667], [-3.9706, 0.6886, 4.8962], [-3.6241, -0.0670, 3.8272], [-2.7698, -0.9369, 3.8814], [-6.3467, 1.0361, 5.3409], [-6.6720, 1.9485, 6.1413], [-7.5970, 1.9019, 6.9520], [-5.8777, 3.2223, 5.8036], [-4.9621, 2.8499, 5.0083], [-6.2328, 4.3261, 6.2617], [0.5515, -0.1591, -0.2271], [-0.3477, -0.8674, -0.6460], [0.3847, 1.0284, -0.1713], [1.5907, -0.6914, 0.2083], [3.1919, -2.9784, -4.0718], [2.6600, -1.2379, -4.1195], [2.4986, -3.1682, -5.7220], [3.7454, -4.6715, -4.0468], [3.9734, -2.7056, -2.5126], [1.6767, -3.3534, -3.2697], [4.7572, -2.5375, -4.9547], [-0.1989, 5.3540, -4.2544], [-1.3130, 5.2526, -5.1564], [-1.7991, 6.5167, -5.5116], [-3.2283, 6.2379, -6.0694], [-3.3124, 5.1075, -6.9939], [-2.6059, 5.2614, -8.1939], [-0.3168, 6.1417, -3.5103], [0.7015, 5.6764, -4.7774], [0.0115, 4.3989, -3.7732], [-1.1639, 6.9487, -6.2848], [-1.9858, 7.2196, -4.6998], [-3.6228, 7.0868, -6.6278], [-3.9145, 5.9519, -5.2722], [-2.9492, 4.4009, -8.7682], [-1.5269, 5.2485, -8.0398], [-2.9701, 6.1093, -8.7740], [5.1556, 1.3078, -1.3570], [5.7613, 0.1367, -0.8704], [6.9497, -0.1447, -1.6752], [7.6173, -1.4422, -1.1691], [6.9616, -2.0169, -0.0457], [7.6244, -3.1486, 0.5545], [5.7227, 2.2344, -1.2673], [4.3164, 1.6208, -0.7359], [4.6960, 1.2385, -2.3429], [7.6871, 0.6533, -1.5891], [6.5735, -0.2771, -2.6896], [8.6943, -1.3232, -1.0502], [7.5939, -2.1988, -1.9535], [7.8532, -3.9832, -0.1082], [7.1480, -3.5221, 1.4609], [8.6245, -2.9395, 0.9342], [-6.2743, -1.8550, -3.1685], [-5.3446, -2.4785, -2.2616], [-5.8675, -3.6505, -1.6975], [-4.9140, -4.2544, -0.6988], [-3.5650, -3.7925, -0.9624], [-2.5690, -4.5883, -0.2737], [-7.1552, -1.5864, -2.5856], [-6.6063, -2.5130, -3.9716], [-5.8270, -0.9620, -3.6050], [-6.0404, -4.4452, -2.4232], [-6.7421, -3.3663, -1.1123], [-5.0308, -5.3379, -0.7177], [-5.1443, -3.8808, 0.2989], [-1.5697, -4.4868, -0.6968], [-2.7578, -5.6457, -0.4591], [-2.5165, -4.3873, 0.7963], [-2.2102, -3.1745, -4.8627], [-2.3735, -1.8644, -4.3232], [-2.1349, -0.8345, -5.3383], [-2.3153, 0.4960, -4.6762], [-3.1713, 0.4107, -3.4873], [-3.5283, 1.7535, -3.0990], [-1.1773, -3.3503, -5.1631], [-2.8999, -3.4866, -5.6469], [-2.5818, -3.8895, -4.1286], [-2.8480, -0.9823, -6.1493], [-1.1193, -0.9858, -5.7040], [-2.6746, 1.2654, -5.3596], [-1.3273, 0.9292, -4.5204], [-4.1800, 1.7252, -2.2257], [-4.2711, 2.1885, -3.7677], [-2.7227, 2.4679, -2.9292], [5.6974, -4.1763, 5.6652], [4.6865, -3.6515, 4.8008], [3.5422, -4.4750, 4.6007], [2.7482, -4.2255, 3.2801], [3.6990, -4.0780, 2.2147], [3.9938, -5.3086, 1.4735], [5.3442, -4.2349, 6.6947], [6.5727, -3.5271, 5.6430], [5.9653, -5.1502, 5.2556], [2.9105, -4.3613, 5.4817], [3.9593, -5.4820, 4.6124], [2.1675, -3.3152, 3.4294], [2.0186, -5.0083, 3.0729], [4.5947, -5.9335, 2.1342], [4.5966, -5.1765, 0.5750], [3.1439, -5.8882, 1.1131], [0.7946, 3.1236, 4.6715], [1.1753, 3.4088, 6.0160], [0.3508, 4.3737, 6.6422], [0.5544, 4.5003, 8.1182], [1.9236, 4.1050, 8.4690], [2.2335, 4.5049, 9.7681], [1.1843, 2.1293, 4.4535], [1.2165, 3.8509, 3.9778], [-0.2702, 3.0021, 4.4725], [-0.6852, 4.1169, 6.4213], [0.6064, 5.2991, 6.1260], [-0.1849, 3.9262, 8.6768], [0.3898, 5.5438, 8.3867], [3.2914, 4.3294, 9.9636], [1.6316, 3.9413, 10.4809], [2.0383, 5.5738, 9.8544]],
  "e_tot_ha": -6147.7204,
  "e_homo_ha": -0.348,
  "lumo_energy_ev": -6.59,
  "charge": 1,
  "relative_energy_kcal_mol": 232.69
}



{
  "formula": "C2H2N2OS2",
  "method": "ωB97M-V/def2-TZVPD",
  "symbols": ["C", "C", "N", "N", "O", "S", "S", "H", "H"],
  "coordinates": [[-0.6012, -0.1393, 2.0928], [-0.3375, 1.2436, -1.8452], [0.3084, -0.4400, 1.4173], [1.0938, -0.5795, 0.4978], [-0.6736, -1.2876, -1.8519], [-0.6583, 2.7656, -1.7460], [0.3352, -0.2238, -1.9755], [-0.9213, 0.1775, 3.0442], [1.4545, -1.5165, 0.3664]],
  "e_tot_ha": -1058.3280,
  "e_homo_ha": -0.297,
  "lumo_energy_ev": -1.40,
  "relative_energy_kcal_mol": 116.48
}



{
  "formula": "C33H40N7PbSe",
  "method": "ωB97M-V/def2-TZVPD",
  "symbols": ["Pb", "C", "C", "C", "C", "C", "C", "C", "N", "N", "C", "C", "C", "C", "C", "C", "N", "C", "C", "C", "C", "C", "C", "N", "H", "H", "H", "H", "H", "H", "H", "H", "H", "H", "H", "H", "H", "H", "H", "H", "H", "H", "H", "H", "C", "N", "C", "C", "C", "C", "C", "C", "C", "C", "H", "H", "H", "H", "H", "H", "H", "H", "H", "H", "H", "H", "C", "N", "C", "C", "N", "C", "C", "Se", "H", "H", "H", "H", "H", "H", "H", "H"],
  "coordinates": [[-0.9256, -0.4972, 0.0775], [0.4263, -2.0965, 2.6201], [0.1239, -0.8771, 3.4794], [0.6403, 0.4033, 2.8919], [1.2884, 1.3405, 3.6725], [1.7441, 2.5222, 3.1018], [1.5526, 2.7315, 1.7486], [0.9062, 1.7573, 1.0169], [0.4527, 0.6191, 1.5720], [-0.5955, -2.3994, 1.5795], [-1.9239, -2.7457, 2.1288], [-2.9106, -2.8781, 0.9892], [-3.9184, -3.8232, 0.9708], [-4.7540, -3.8906, -0.1369], [-4.5442, -3.0255, -1.2032], [-3.5187, -2.1063, -1.1140], [-2.7323, -2.0291, -0.0297], [-0.1102, -3.5587, 0.7936], [0.7733, -3.1838, -0.3611], [1.7532, -4.0388, -0.8187], [2.4016, -3.7429, -2.0117], [2.0364, -2.6066, -2.7116], [1.0655, -1.7822, -2.1786], [0.4554, -2.0571, -1.0146], [0.5494, -2.9846, 3.2459], [1.3683, -1.9455, 2.0874], [0.5706, -1.0224, 4.4617], [-0.9464, -0.7700, 3.6707], [1.4429, 1.1361, 4.7232], [2.2445, 3.2632, 3.7115], [1.8973, 3.6289, 1.2553], [0.7547, 1.8830, -0.0466], [-2.2519, -1.9713, 2.8183], [-1.8734, -3.6828, 2.6903], [-4.0416, -4.5012, 1.8051], [-5.5489, -4.6237, -0.1740], [-5.1605, -3.0637, -2.0900], [-3.3135, -1.4060, -1.9162], [-0.9707, -4.0885, 0.3824], [0.4043, -4.2567, 1.4580], [1.9884, -4.9364, -0.2624], [3.1738, -4.3991, -2.3901], [2.5069, -2.3385, -3.6460], [0.7651, -0.8833, -2.6927], [-2.2566, 2.2006, 1.6937], [-2.7774, 0.8973, 1.2316], [-3.5810, 0.3110, 2.3190], [-3.6233, 1.1073, 0.0386], [-2.7964, 1.4982, -1.1686], [-3.2693, 2.4410, -2.0769], [-2.4963, 2.8418, -3.1569], [-1.2164, 2.3385, -3.3324], [-0.7047, 1.3979, -2.4444], [-1.5301, 0.9794, -1.4122], [-3.0906, 2.8586, 1.9539], [-1.6724, 2.6777, 0.9092], [-1.6365, 2.0594, 2.5772], [-4.4064, 0.9764, 2.5879], [-2.9602, 0.1773, 3.2034], [-4.0042, -0.6416, 2.0061], [-4.3683, 1.8842, 0.2361], [-4.1746, 0.1852, -0.1495], [-4.2506, 2.8749, -1.9240], [-2.8863, 3.5767, -3.8481], [-0.6018, 2.6874, -4.1516], [0.3247, 1.0729, -2.5368], [5.7645, 1.1812, 0.2076], [5.2910, 2.0408, -0.8679], [5.9688, 3.1426, -1.3529], [5.2229, 3.6576, -2.3504], [4.0973, 2.8638, -2.4639], [3.0363, 3.0628, -3.4370], [4.1402, 1.8802, -1.5464], [2.8984, 0.5069, -1.3046], [6.8385, 1.3123, 0.3033], [5.5411, 0.1468, -0.0380], [5.2788, 1.4452, 1.1460], [6.9235, 3.4440, -0.9612], [5.3976, 4.4978, -2.9980], [3.3799, 3.7832, -4.1735], [2.1403, 3.4427, -2.9463], [2.8133, 2.1174, -3.9264]],
  "e_tot_ha": -4258.1804,
  "e_homo_ha": -0.529,
  "lumo_energy_ev": -9.24,
  "charge": 3,
  "relative_energy_kcal_mol": 0.00
}



{
  "formula": "C2H2OS",
  "method": "ωB97M-V/def2-TZVPD",
  "symbols": ["C", "C", "O", "S", "H", "H"],
  "coordinates": [[-2.7648, 0.0450, 0.0263], [-0.0647, -0.4443, 0.0240], [-2.9144, 1.1983, -0.0092], [-1.6660, -1.1299, -0.0143], [0.0009, 0.0389, -0.9339], [0.2927, -0.0091, 0.9129]],
  "e_tot_ha": -550.7044,
  "e_homo_ha": [-0.301, -0.347],
  "lumo_energy_ev": [-1.31, -0.60],
  "relative_energy_kcal_mol": 52.62
}



{
  "formula": "C11H18",
  "method": "ωB97M-V/def2-TZVPD",
  "symbols": ["C", "C", "C", "C", "C", "C", "C", "H", "H", "H", "H", "H", "H", "H", "H", "C", "C", "C", "C", "H", "H", "H", "H", "H", "H", "H", "H", "H", "H"],
  "coordinates": [[0.1669, -0.2022, -2.6037], [1.8801, 0.2342, -0.7254], [0.8400, 0.7128, -1.5260], [2.2629, 0.8561, 0.4607], [0.2583, 1.9284, -1.0449], [1.7220, 2.0764, 0.8248], [0.7881, 2.6632, 0.0178], [2.2674, -0.7491, -0.9785], [3.0601, 0.2508, 1.1350], [-0.6982, 0.3983, -2.9202], [-0.2095, -1.1389, -1.9345], [-0.5585, 2.1895, -1.7737], [2.0230, 2.4869, 1.7420], [0.4512, 3.6482, 0.2310], [0.8198, -0.3955, -3.4613], [-1.7289, -1.3980, 0.8488], [-1.2275, -2.6968, -0.0429], [-2.9415, -1.8712, 1.6374], [-0.5928, -0.6652, 1.6735], [-2.0584, -0.7039, 0.0442], [-1.9210, -2.7719, -0.8427], [-2.9811, -2.8358, 2.2287], [-3.1042, -1.3358, 2.5748], [-3.7955, -1.6902, 1.0691], [-0.8608, -0.1361, 2.4456], [0.0335, -1.3522, 2.2026], [0.0436, -0.0144, 0.9632], [-0.8150, -3.4451, 0.6607], [-0.2624, -2.2310, -0.5073]],
  "e_tot_ha": -429.5093,
  "e_homo_ha": [-0.489, -0.489],
  "s_squared": 0.77,
  "lumo_energy_ev": [-4.14, -8.51],
  "charge": 1,
  "multiplicity": 2,
  "relative_energy_kcal_mol": 67.89
}